C3H4O2S | ωB97M-V/def2-TZVPD

Last column: natural (NBO) charge in e.
Geometry (Å):
C (0.01750, -0.41921, -0.01578)  -0.554
C (1.44347, -0.11651, 0.40242)  0.431
C (-1.05705, 0.49152, 0.63366)  0.432
H (-1.30040, -0.16361, -2.03397)  0.161
H (-0.20247, -1.49916, 0.10198)  0.244
H (2.09582, -0.99423, 0.32851)  0.125
H (-0.60711, 1.36574, 1.11419)  0.146
O (1.82509, 0.98646, 0.64104)  -0.486
O (-2.26265, 0.26887, 0.57566)  -0.512
S (0.04780, 0.08015, -1.74771)  0.012

The LUMO energy is 0.10 eV. As for the electronic energy: -665.3357 Ha.